ORCA calculation (ωB97M-V/def2-TZVPD) on C16H30Br18O8P3S2 as an isolated structure.

Last column: Mulliken charge in e.
CARTESIAN COORDINATES (ANGSTROEM)
C  3.033  0.915  -1.470  -0.855
C  1.942  -0.109  -1.145  0.566
S  2.640  -1.580  -0.369  -0.043
C  1.251  -2.299  0.565  -1.427
C  0.302  -1.563  1.553  1.832
P  1.127  -0.224  2.605  0.306
O  2.247  0.585  1.760  -0.371
O  0.033  0.956  2.651  -0.217
S  1.868  -0.824  4.289  -0.484
O  -0.066  -2.538  2.481  -0.504
P  -1.680  -2.239  3.300  -0.477
C  -2.412  -3.695  2.279  -0.856
C  -3.940  -3.854  2.254  -0.831
C  -4.698  -3.177  1.124  -0.505
O  -4.775  -1.741  1.224  -0.104
C  -6.000  -1.199  1.362  0.726
C  -6.294  -0.071  0.406  -0.852
O  -6.783  -1.570  2.188  -0.563
O  -1.993  -1.085  1.961  -0.278
C  -1.087  -1.192  0.945  -0.833
P  -1.282  0.157  -0.336  0.062
O  -0.946  -0.812  -1.639  -0.513
O  -2.916  0.223  -0.333  -0.190
H  2.725  1.480  -2.352  -0.049
H  4.018  0.468  -1.626  0.296
H  3.124  1.633  -0.651  0.304
H  1.250  0.339  -0.437  -0.739
H  1.365  -0.365  -2.034  0.627
H  0.612  -2.830  -0.146  0.363
H  1.739  -3.054  1.185  0.446
H  3.114  0.186  1.934  0.318
H  0.493  1.802  2.773  0.206
H  -2.955  -1.995  3.923  0.106
H  -1.276  -3.139  4.345  0.049
H  -1.090  -1.145  4.008  0.083
H  -1.992  -4.581  2.770  0.488
H  -2.046  -3.731  1.247  0.168
H  -4.168  -4.922  2.111  0.434
H  -4.387  -3.569  3.213  0.294
H  -5.719  -3.571  1.085  0.530
H  -4.213  -3.394  0.164  0.217
H  -7.173  -0.344  -0.182  0.301
H  -5.457  0.129  -0.257  0.094
H  -6.512  0.835  0.975  0.294
H  -1.300  -2.121  0.358  0.034
H  -1.326  -1.698  -1.552  0.395
H  -3.346  -0.633  -0.481  0.267
C  2.726  3.766  -4.811  -0.395
Br  4.615  3.612  -4.469  -0.034
Br  2.043  2.260  -5.789  0.001
Br  1.730  4.045  -3.195  0.095
H  2.585  4.641  -5.429  0.359
C  -2.434  4.697  0.517  -0.427
Br  -3.741  4.062  -0.743  -0.040
Br  -1.683  3.261  1.530  0.116
Br  -1.068  5.740  -0.371  0.002
H  -2.942  5.366  1.196  0.356
C  5.529  -4.857  -1.383  -0.367
Br  7.400  -5.313  -1.311  -0.055
Br  4.787  -4.658  0.376  -0.008
Br  5.222  -3.300  -2.459  0.003
H  5.022  -5.683  -1.858  0.386
C  1.271  -1.542  -8.051  -0.359
Br  2.479  -1.852  -6.596  0.037
Br  -0.090  -0.272  -7.579  -0.024
Br  2.201  -1.014  -9.651  -0.021
H  0.776  -2.478  -8.264  0.351
C  3.080  2.281  5.781  0.168
Br  3.190  2.907  3.976  -0.023
Br  4.823  2.104  6.576  -0.056
Br  1.930  3.391  6.852  -0.033
H  2.637  1.292  5.730  -0.116
C  2.722  7.718  -1.668  -0.271
Br  0.950  7.825  -2.403  -0.052
Br  4.003  7.137  -2.977  0.020
Br  3.247  9.380  -0.856  -0.050
H  2.702  6.970  -0.887  0.319

As for the HOMO energy: -4.89 eV. For the gap between HOMO and LUMO, the calculation gives 6.11 eV. The charge is -1. The calculated total energy is -1343761.815 eV.

=====

ORCA calculation (ωB97M-V/def2-TZVPD) on a 2-piece molecular cluster, C3H3NO2 overall.

Last column: Mulliken charge in e.
CARTESIAN COORDINATES (ANGSTROEM)
O  0.456  -1.868  0.046  -0.495
C  -0.016  -0.566  0.033  0.750
C  0.921  0.352  -0.223  0.280
O  1.915  0.943  -0.410  -0.360
C  -1.429  -0.409  0.223  -0.206
N  -2.578  -0.270  0.365  -0.357
H  1.430  -1.899  0.062  0.300
H  -0.303  1.856  0.324  0.034
H  -0.396  1.861  -0.421  0.054

As for the HOMO energy: -9.25 eV. The calculation puts the energy relative to the best compared isomer or geometry (same formula, charge and spin) at 398.58 kJ/mol. For the gap between HOMO and LUMO, the calculation gives 8.91 eV. Its SMILES is N#CC(O)=C=O.[H][H]. The calculated total energy is -8741.000 eV.

=====

ORCA calculation (ωB97M-V/def2-TZVPD) on HN2O8S2 as an isolated structure.

Last column: Mulliken charge in e.
CARTESIAN COORDINATES (ANGSTROEM)
N  -0.336  -1.358  0.896  -0.398
N  0.179  -1.762  -0.138  1.166
O  1.264  -2.297  -0.253  -0.712
O  0.464  0.833  -0.722  -0.385
O  -0.575  -1.554  -1.234  -0.449
O  0.213  1.402  1.886  -0.661
O  0.860  3.061  0.245  -0.529
O  -0.462  0.212  -2.923  -0.573
O  -1.840  0.664  -0.901  -0.564
O  0.524  -1.291  2.004  -0.385
S  -0.147  2.076  0.631  0.778
S  -0.624  0.281  -1.509  1.247
H  0.481  -0.266  2.020  0.465

As for the HOMO energy: -6.41 eV. The calculation puts the energy relative to the best compared isomer or geometry (same formula, charge and spin) at 0.00 kJ/mol. For the gap between HOMO and LUMO, the calculation gives 9.81 eV. The charge is -1. The calculated total energy is -41043.107 eV.

=====

ORCA calculation (ωB97M-V/def2-TZVPD) on one molecule with the formula ClF.

Last column: Mulliken charge in e.
CARTESIAN COORDINATES (ANGSTROEM)
F  0.000  0.000  -0.868  -0.194
Cl  0.000  0.000  0.868  0.194

As for the HOMO energy: -12.21 eV. The calculation puts the energy relative to the best compared isomer or geometry (same formula, charge and spin) at 15.07 kJ/mol. For the gap between HOMO and LUMO, the calculation gives 10.35 eV. Its SMILES is FCl. The calculated total energy is -15237.496 eV.